[1]
{"formula": "C30H27Cl2MnN10O2Se", "method": "the ωB97M-V functional and the def2-TZVPD basis", "elements": ["Mn", "C", "N", "C", "C", "N", "N", "C", "N", "N", "H", "H", "H", "H", "H", "H", "H", "H", "H", "H", "H", "Se", "N", "C", "C", "C", "C", "C", "N", "C", "C", "N", "C", "C", "C", "C", "C", "N", "H", "H", "H", "H", "H", "H", "Cl", "C", "C", "C", "C", "C", "Cl", "C", "N", "C", "C", "C", "C", "C", "C", "C", "C", "O", "O", "H", "H", "H", "H", "H", "H", "H", "H", "H", "H"], "positions_angstrom": [[0.8738, -0.4848, 0.7963], [2.3996, -0.1657, 6.1186], [1.4540, -0.7379, 5.1614], [0.0679, -0.7395, 5.6016], [1.6964, -0.7764, 3.8170], [0.8110, -0.6846, 2.8990], [3.0245, -0.9953, 3.4801], [3.5950, -0.8574, 2.2339], [4.9341, -1.0877, 2.2303], [2.9166, -0.5216, 1.1973], [2.2062, -0.5995, 7.0968], [2.2906, 0.9195, 6.1897], [3.4342, -0.3793, 5.8706], [0.0391, -1.0387, 6.6464], [-0.5083, -1.4658, 5.0315], [-0.4019, 0.2453, 5.5106], [-0.0871, -0.3936, 3.2663], [3.6238, -1.3133, 4.2194], [5.4386, -1.3655, 3.0513], [5.4389, -1.0727, 1.3632], [3.5212, -0.4115, 0.3924], [-1.8970, -5.2271, -4.5651], [-0.5532, -4.0591, -4.5623], [-0.4296, -3.6489, -3.3312], [0.5670, -2.6553, -2.9098], [1.5094, -2.1115, -3.7806], [2.3806, -1.1555, -3.3096], [2.2739, -0.7625, -1.9794], [1.4009, -1.2960, -1.1364], [0.5595, -2.2330, -1.5909], [-0.3486, -2.8326, -0.5964], [-0.2049, -2.4079, 0.6633], [-0.9593, -2.9491, 1.6045], [-1.9057, -3.9361, 1.3381], [-2.0648, -4.3639, 0.0400], [-1.2661, -3.8049, -0.9557], [-1.3459, -4.2091, -2.3668], [-2.2102, -5.0730, -2.8196], [1.5233, -2.4380, -4.8137], [3.1186, -0.6942, -3.9510], [2.9132, 0.0195, -1.5868], [-0.8046, -2.5816, 2.6102], [-2.4969, -4.3485, 2.1439], [-2.7881, -5.1243, -0.2280], [0.4772, 2.4207, -2.7980], [-1.0735, 1.6873, -3.0987], [-1.0880, 0.3850, -3.5649], [-2.2752, -0.2305, -3.9136], [-3.4584, 0.4848, -3.7985], [-3.4310, 1.7767, -3.3141], [-4.9364, 2.6399, -3.1690], [-2.2443, 2.4258, -2.9279], [-2.2869, 3.7219, -2.4562], [-1.4587, 4.3442, -1.4774], [-0.9814, 5.6233, -1.7419], [-0.2441, 6.3125, -0.7949], [0.0278, 5.7135, 0.4301], [-0.4624, 4.4449, 0.6924], [-1.2172, 3.7447, -0.2471], [-1.8079, 2.4001, 0.0957], [-0.8421, 1.2623, 0.3285], [-1.0886, 0.1102, -0.1032], [0.1913, 1.4522, 1.0437], [-0.1429, -0.1216, -3.6874], [-2.2796, -1.2466, -4.2892], [-4.4084, 0.0471, -4.0745], [-3.0952, 4.2518, -2.7372], [-1.1934, 6.0661, -2.7080], [0.1193, 7.3090, -1.0134], [0.6044, 6.2387, 1.1814], [-0.2652, 3.9754, 1.6493], [-2.5374, 2.0822, -0.6438], [-2.3418, 2.4973, 1.0477]], "lowdin_charge": [0.693, -0.028, -0.151, -0.042, -0.387, 0.112, 0.160, -0.454, 0.171, 0.094, 0.095, 0.104, 0.075, 0.095, 0.087, 0.105, 0.077, 0.132, 0.109, 0.115, 0.066, 1.152, -0.212, -0.345, -0.089, 0.013, -0.025, -0.107, 0.067, -0.127, -0.134, 0.063, -0.089, -0.015, 0.026, -0.070, -0.333, -0.211, 0.130, 0.121, 0.113, 0.096, 0.115, 0.126, 0.772, -0.555, -0.109, -0.073, -0.102, -0.577, 0.717, -0.320, 0.064, -0.252, -0.029, -0.079, -0.078, -0.032, -0.170, -0.029, -0.619, -0.021, -0.079, 0.077, 0.101, 0.108, 0.102, 0.117, 0.105, 0.102, 0.113, 0.111, 0.143], "charge": 1, "s_squared": 1.221, "multiplicity": 2, "fmax_ev_per_a": 0.81, "orbital_gap_ev": [6.585, 6.587], "e_tot_ha": -6330.20232, "e_lumo_ev": [-3.0, -3.0]}

***

[2]
{"formula": "C30H27Cl3I2InN6O3S", "method": "the ωB97M-V functional and the def2-TZVPD basis", "elements": ["In", "I", "C", "C", "C", "I", "C", "O", "C", "C", "N", "C", "C", "C", "C", "C", "C", "N", "C", "H", "H", "H", "H", "H", "H", "H", "H", "H", "H", "H", "C", "C", "C", "C", "C", "C", "C", "S", "O", "O", "N", "C", "C", "C", "C", "C", "N", "H", "H", "H", "H", "H", "H", "H", "H", "H", "H", "H", "Cl", "C", "Cl", "Cl", "C", "N", "C", "C", "C", "N", "H", "H", "H", "H", "H"], "positions_angstrom": [[-0.8336, 0.0733, 0.4291], [-8.3155, 1.2490, 0.4736], [-6.3713, 0.5136, 0.4318], [-6.0229, -0.5711, 1.2244], [-4.7231, -1.0479, 1.1912], [-4.1940, -2.6610, 2.3946], [-3.7478, -0.4754, 0.3674], [-2.5290, -1.0126, 0.3306], [-4.1169, 0.6314, -0.4197], [-3.1050, 1.3082, -1.3113], [-1.9628, 1.8313, -0.5145], [-2.3775, 2.8661, 0.4427], [-1.6769, 2.7783, 1.7771], [-1.6367, 3.8740, 2.6230], [-1.0770, 3.7351, 3.8794], [-0.5692, 2.5028, 4.2620], [-0.6272, 1.4634, 3.3614], [-1.1693, 1.5974, 2.1405], [-5.4213, 1.1118, -0.3776], [-6.7539, -1.0401, 1.8679], [-2.6999, 0.6019, -2.0348], [-3.5828, 2.1192, -1.8649], [-1.2049, 2.1936, -1.0989], [-2.2474, 3.8660, 0.0255], [-3.4434, 2.7316, 0.6380], [-2.0490, 4.8190, 2.2951], [-1.0369, 4.5794, 4.5548], [-0.1214, 2.3493, 5.2327], [-0.2285, 0.4878, 3.6032], [-5.6907, 1.9645, -0.9897], [6.0977, -3.7171, -0.7932], [5.0488, -2.7790, -0.2627], [3.8878, -2.5168, -0.9881], [2.9179, -1.6591, -0.4994], [3.1208, -1.0560, 0.7355], [4.2729, -1.2858, 1.4759], [5.2267, -2.1518, 0.9699], [1.8864, -0.0254, 1.4163], [2.4780, 0.7298, 2.4816], [0.7218, -0.8923, 1.7773], [1.1978, 0.8165, 0.2587], [1.7818, 1.8961, -0.4184], [3.1399, 2.2101, -0.3535], [3.5943, 3.2882, -1.0832], [2.7016, 4.0223, -1.8547], [1.3777, 3.6351, -1.8475], [0.9127, 2.5972, -1.1440], [5.8353, -4.0899, -1.7815], [6.2198, -4.5734, -0.1280], [7.0658, -3.2196, -0.8620], [3.7446, -2.9946, -1.9497], [2.0165, -1.4605, -1.0659], [4.4095, -0.7947, 2.4293], [6.1293, -2.3406, 1.5385], [3.8179, 1.6306, 0.2575], [4.6421, 3.5566, -1.0506], [3.0226, 4.8724, -2.4387], [0.6431, 4.1794, -2.4301], [-0.6972, -3.9717, 3.2305], [0.1869, -4.5275, 1.8139], [-0.3403, -6.1423, 1.3496], [1.9259, -4.5029, 2.1206], [-0.0977, -3.6129, 0.6928], [-0.3325, -2.9070, -0.1783], [-1.7802, -2.2776, -4.5516], [-0.3742, -1.8340, -4.1305], [-0.4111, -1.0361, -2.9013], [-0.4552, -0.4079, -1.9451], [-1.7048, -2.9623, -5.3933], [-2.3815, -1.4227, -4.8562], [-2.2869, -2.7877, -3.7344], [0.1059, -1.2301, -4.9007], [0.2677, -2.6946, -3.9397]], "lowdin_charge": [0.807, 0.894, -0.746, -0.216, -0.630, 0.963, -0.413, -0.234, -0.169, -0.125, -0.092, -0.102, -0.226, 0.003, -0.021, -0.020, -0.087, 0.064, -0.122, 0.084, 0.104, 0.131, 0.083, 0.140, 0.136, 0.126, 0.121, 0.121, 0.115, 0.103, -0.036, -0.253, -0.022, -0.053, -0.308, -0.041, -0.020, 0.630, -0.257, -0.375, -0.176, -0.356, -0.002, -0.047, -0.063, -0.128, 0.095, 0.078, 0.090, 0.089, 0.117, 0.092, 0.120, 0.125, 0.108, 0.117, 0.107, 0.110, 0.618, -1.613, 0.652, 0.651, -0.362, 0.221, -0.074, -0.187, -0.130, 0.189, 0.083, 0.083, 0.085, 0.126, 0.125], "charge": 1, "multiplicity": 1, "fmax_ev_per_a": 0.52, "orbital_gap_ev": 8.043, "e_tot_ha": -4277.80191, "e_lumo_ev": -2.1}

***

[3]
{"formula": "C30H27Cl5N3PRuS2Te", "method": "the ωB97M-V functional and the def2-TZVPD basis", "elements": ["Ru", "S", "C", "C", "C", "C", "C", "C", "S", "H", "H", "H", "H", "Cl", "C", "C", "C", "Cl", "C", "Cl", "C", "Cl", "C", "Cl", "C", "N", "C", "N", "C", "N", "C", "P", "C", "C", "H", "H", "H", "H", "H", "H", "H", "H", "H", "H", "H", "H", "H", "Te", "C", "C", "C", "C", "C", "C", "C", "C", "C", "C", "C", "C", "H", "H", "H", "H", "H", "H", "H", "H", "H", "H"], "positions_angstrom": [[-0.1126, 0.0143, 0.6411], [0.7482, -0.3194, 2.7992], [0.9792, 1.2669, 3.4293], [1.4500, 1.4242, 4.7520], [1.6469, 2.6721, 5.2769], [1.3834, 3.8270, 4.5083], [0.9262, 3.7045, 3.2281], [0.7140, 2.4233, 2.6591], [0.1492, 2.3097, 1.0485], [1.6431, 0.5386, 5.3439], [2.0024, 2.7759, 6.2935], [1.5387, 4.8073, 4.9378], [0.7132, 4.5786, 2.6264], [-2.4300, -0.2639, 1.7624], [-2.0792, -1.8804, 1.1616], [-0.8691, -1.9420, 0.4829], [-0.6621, -3.1499, -0.1626], [0.6846, -3.3130, -1.2732], [-1.5474, -4.2275, -0.0783], [-1.2297, -5.6940, -0.9177], [-2.7232, -4.1053, 0.6571], [-3.8371, -5.4045, 0.7572], [-3.0127, -2.8897, 1.2761], [-4.4792, -2.6408, 2.1236], [4.4403, -1.7090, -1.3260], [4.3386, -1.6532, 0.2060], [5.0708, -0.3954, 0.6957], [4.5604, 0.7624, 0.0577], [4.6955, 0.6430, -1.3906], [3.9657, -0.5085, -1.9148], [2.5081, -0.3451, -1.8047], [1.9672, -0.2102, -0.0439], [2.9084, -1.6479, 0.6588], [3.1834, 1.0880, 0.4599], [3.8587, -2.5722, -1.6477], [5.4969, -1.8589, -1.5508], [4.8040, -2.4757, 0.5923], [6.1231, -0.5431, 0.4504], [4.9347, -0.3539, 1.7757], [5.7526, 0.5317, -1.6387], [4.3198, 1.5490, -1.8619], [2.0029, -1.1730, -2.2998], [2.2161, 0.5687, -2.3261], [2.4474, -2.5864, 0.3610], [2.8877, -1.5635, 1.7456], [3.1315, 1.2145, 1.5437], [2.8959, 2.0396, 0.0111], [-1.1362, 0.3568, -1.7862], [-2.2616, 2.1366, -1.8067], [-2.7936, 2.6847, -0.6466], [-3.5668, 3.8349, -0.7227], [-3.8017, 4.4353, -1.9509], [-3.2645, 3.8888, -3.1080], [-2.4924, 2.7382, -3.0395], [-2.7957, -0.9503, -1.8984], [-4.0057, -0.6194, -1.3000], [-5.0624, -1.5171, -1.3523], [-4.9093, -2.7410, -1.9899], [-3.7013, -3.0639, -2.5903], [-2.6421, -2.1665, -2.5510], [-2.6073, 2.2233, 0.3141], [-3.9840, 4.2606, 0.1804], [-4.4048, 5.3317, -2.0075], [-3.4468, 4.3569, -4.0662], [-2.0802, 2.3107, -3.9451], [-4.1311, 0.3287, -0.7924], [-6.0044, -1.2617, -0.8853], [-5.7332, -3.4415, -2.0217], [-3.5790, -4.0152, -3.0922], [-1.7028, -2.4235, -3.0276]], "lowdin_charge": [0.078, 0.680, -0.667, -0.122, -0.066, -0.072, -0.117, -0.668, 0.695, 0.103, 0.111, 0.110, 0.104, 0.723, -0.675, -0.393, -0.671, 0.691, -0.714, 0.701, -0.712, 0.714, -0.709, 0.734, -0.102, -0.064, -0.104, -0.136, -0.149, -0.139, -0.305, 0.769, -0.255, -0.281, 0.141, 0.146, 0.184, 0.146, 0.149, 0.140, 0.141, 0.053, 0.092, 0.049, 0.063, 0.093, 0.092, 1.472, -0.519, -0.182, -0.065, -0.067, -0.072, -0.138, -0.484, -0.134, -0.075, -0.071, -0.074, -0.150, 0.041, 0.112, 0.110, 0.110, 0.094, 0.088, 0.112, 0.112, 0.113, 0.090], "charge": 1, "s_squared": 0.769, "multiplicity": 2, "fmax_ev_per_a": 0.18, "orbital_gap_ev": [7.317, 5.587], "e_tot_ha": -5125.08968, "e_lumo_ev": [-2.6, -4.5]}

***

Question: Which formula does entry 3 have?
Answer: C30H27Cl5N3PRuS2Te